# 1
{"formula": "C10H19BIN2O8PS2", "method": "the ωB97M-V functional and the def2-TZVPD basis", "symbols": ["O", "N", "H", "H", "O", "H", "H", "C", "H", "C", "B", "P", "H", "O", "C", "H", "H", "C", "C", "H", "O", "C", "O", "O", "N", "H", "H", "C", "H", "H", "H", "I", "H", "O", "S", "H", "C", "C", "C", "H", "H", "H", "S", "O"], "xyz": [[1.05093, -2.10082, -0.33391], [-3.19232, 1.72437, 0.21979], [3.72103, 0.27752, 2.48390], [-5.41552, -1.63835, 0.46465], [-6.54278, 1.31407, 1.23925], [1.52761, -1.13953, -3.14667], [-3.88115, -3.09046, 1.00638], [-1.22765, -0.59670, -0.79463], [4.20627, -1.67030, 0.99446], [5.26956, -1.62405, 1.28525], [-5.49915, 0.29590, 1.00648], [-2.65749, -2.42471, 1.37316], [1.53801, 0.35261, -1.54863], [5.69390, -0.50813, 1.85897], [3.28523, 1.36453, 2.31277], [-1.58235, -3.38894, 1.10032], [5.36343, -2.55797, 1.86510], [0.55571, -1.79341, -3.11638], [1.41213, 2.63320, -0.85714], [1.20519, 1.33544, 1.16813], [-0.93178, -3.38937, -1.42632], [-2.38204, -0.75583, 0.40592], [-0.12412, 1.29323, -2.51251], [2.61214, 2.46739, 0.02729], [-3.21897, 0.45928, 0.72080], [0.46606, 2.85839, -0.20535], [2.55557, 1.56627, 3.22759], [-2.20132, 2.02178, -0.85104], [5.75297, -1.92162, 0.33916], [4.18704, 2.11665, 2.27352], [0.81916, -2.89691, -3.48817], [-2.06090, 4.06999, -1.72489], [-0.28999, -1.41473, -3.86972], [-5.79018, -0.80747, 0.04848], [-0.13315, -2.02947, -1.35500], [1.94867, 1.66918, -2.86403], [-1.10074, 0.92657, -1.47550], [1.23211, 1.41685, -1.94640], [2.37358, 1.33411, 0.93612], [-6.08973, 2.20537, 1.30191], [2.64899, 0.34727, 0.32900], [1.64286, 3.61388, -1.49563], [-2.57257, -2.15365, 3.33774], [-4.17426, 0.23859, 1.68576]], "homo_ha": -0.20821, "homo_lumo_gap_ev": 1.903, "spin_multiplicity": 1, "e_tot_ha": -2563.52382}

---

# 2
{"formula": "C21H30AlF5NO4", "method": "the ωB97M-V functional and the def2-TZVPD basis", "symbols": ["H", "O", "C", "C", "H", "H", "H", "H", "C", "C", "F", "H", "C", "C", "N", "H", "O", "H", "C", "H", "C", "H", "C", "H", "O", "O", "H", "C", "C", "H", "F", "F", "C", "H", "H", "H", "H", "H", "F", "C", "H", "C", "C", "C", "H", "H", "C", "C", "H", "H", "F", "Al", "H", "H", "H", "C", "H", "H", "H", "C", "C", "H"], "xyz": [[1.64598, 1.67439, 1.99732], [-3.16057, -1.18988, -0.27339], [-0.71990, -1.41038, -0.13544], [3.64716, 0.93160, 1.47482], [-3.51733, -1.58978, 1.74185], [0.65912, 3.38311, 0.61995], [-0.77433, 2.42523, 0.27932], [4.11657, 1.90728, 1.34268], [-1.12952, 0.05652, 4.03428], [-3.58344, 0.52460, 1.42022], [-4.28642, -5.97532, -4.02286], [-4.51483, 1.09530, 1.39978], [2.60072, -2.56042, 0.90977], [2.46483, 1.09907, 2.43197], [1.88880, -3.80271, 1.01793], [3.40456, 2.62594, -3.03994], [-0.38197, -4.27225, 1.09414], [3.48439, 1.06638, -0.70598], [3.31274, 0.33487, 0.08054], [-0.37854, 2.02835, -2.68988], [-0.43805, -0.11292, -0.54765], [-2.09833, -2.75470, -1.02709], [-3.82714, -0.91373, 0.94099], [-2.16159, -2.71734, 0.71590], [-3.10458, 0.54855, 2.76230], [3.73533, -2.41206, 1.28119], [-0.78691, -0.90072, 3.63943], [0.08142, 2.91379, -0.18009], [0.40024, -2.10487, 0.31230], [2.24669, -4.46638, 0.33841], [-4.12883, -4.27988, -1.83929], [-4.89260, -3.29457, -4.30900], [2.68206, 3.00683, -3.76609], [2.80593, 1.65114, 3.31224], [-0.28166, 3.72366, -0.81491], [0.66050, 3.71707, -3.86251], [-4.89518, -1.07749, 0.77721], [-0.29261, 0.57073, 4.50601], [-2.27835, -4.07290, -3.85557], [0.49134, -3.50730, 0.81022], [3.98979, -0.49843, -0.10055], [-2.08378, -2.08127, -0.16585], [1.66803, -1.54020, 0.37305], [0.82464, 0.50432, -0.50326], [2.58582, 2.27522, -4.56894], [-1.90483, -0.13695, 4.77615], [-1.74337, 0.89688, 2.91806], [1.33295, 3.29412, -3.11385], [-1.65153, 1.96167, 3.16964], [1.46865, 4.04215, -2.32775], [-1.43340, 0.62802, -1.05713], [-3.90451, -4.41065, -3.51397], [2.09292, 0.13880, 2.79185], [1.99763, 2.25199, -0.83629], [-2.88505, 1.01944, 0.74354], [1.91588, -0.23047, -0.02832], [-1.19227, 0.73253, 1.98554], [4.35304, 0.25025, 1.95025], [3.10487, 3.91834, -4.19505], [0.96570, 1.93387, -0.98350], [0.69412, 2.03482, -2.49960], [1.10902, 1.14673, -2.98510]], "homo_ha": -0.26365, "homo_lumo_gap_ev": 8.775, "spin_multiplicity": 1, "e_tot_ha": -1916.08243, "charge": -1}

---

# 3
{"formula": "C19H32N4O2S", "method": "the ωB97M-V functional and the def2-TZVPD basis", "symbols": ["C", "N", "H", "H", "H", "H", "O", "H", "N", "C", "C", "H", "H", "C", "C", "S", "C", "C", "H", "H", "H", "H", "H", "H", "H", "C", "C", "H", "H", "H", "C", "H", "H", "C", "C", "C", "H", "H", "H", "H", "H", "H", "H", "C", "C", "N", "H", "C", "C", "N", "H", "H", "C", "H", "H", "C", "O", "H"], "xyz": [[-2.46270, 1.69845, 1.62088], [-3.59861, 0.95334, 1.61954], [-5.86827, 0.86805, -1.68233], [3.41170, 1.27162, -2.07123], [5.37441, 0.23545, -1.53461], [-6.55455, -0.53790, -2.55008], [-7.31844, -0.23932, -0.71571], [-5.54597, -0.25297, 2.14816], [-4.70980, -0.61252, 0.28581], [0.12881, -2.62288, -0.09593], [-5.05098, -1.03425, -1.05424], [4.29438, -2.01509, 0.32669], [5.18754, 1.81015, -0.72984], [-6.98667, 0.19966, 0.58457], [5.28492, 0.73685, -0.57014], [-2.44225, 0.57822, -0.66205], [1.70627, 1.95465, -0.93670], [0.98616, 0.43447, 0.72355], [4.39952, -1.20995, 1.89492], [-2.24069, 2.28506, 2.49428], [6.54581, -1.72195, -0.10186], [1.59302, 0.95686, 1.48743], [6.49932, 1.02863, 1.18646], [-0.06044, 2.86240, 1.08265], [-0.57363, 3.06240, -0.61250], [6.21138, -1.05805, 0.69574], [-0.41382, 2.32432, 0.18308], [-6.17603, -1.68358, 1.27558], [2.18300, -1.33252, 0.89863], [6.72985, -1.34280, 1.61040], [2.54149, 0.84075, -1.57900], [3.82221, 0.84760, 1.00112], [-4.18255, -0.94998, -1.70772], [-3.73853, 0.29520, 0.51967], [6.48610, 0.39043, 0.30096], [-6.20867, -0.17473, -1.58134], [7.43268, 0.51103, -0.22431], [-1.41264, -1.49396, 0.22476], [0.25552, -0.91193, -1.38831], [-6.67472, 1.25485, 0.55766], [-0.32702, -3.29827, -0.83732], [2.31879, 2.51937, -0.20883], [1.92849, 0.35591, -2.34293], [-1.70039, 1.65074, 0.50456], [-5.85282, -0.64295, 1.17928], [2.96535, -0.19206, -0.65094], [-7.89677, 0.10537, 1.17799], [1.81068, -0.69653, 0.09172], [4.10075, 0.13965, 0.20036], [0.54757, 1.35534, -0.30806], [0.11770, 0.00755, 1.22626], [-5.36809, -2.08085, -1.00608], [0.94029, -1.55846, -0.83596], [0.77698, -3.21700, 0.55355], [1.37238, 2.64842, -1.71288], [4.68436, -1.14073, 0.84540], [-0.86921, -2.09996, 0.74620], [1.59683, -2.06157, -1.54695]], "smiles": "OCC[C@@H]1CN(Cc2cnc(N3CCOCC3)s2)CCN1C1CCCC1", "homo_ha": -0.28664, "e_above_lowest_kcal_mol": 32.4, "homo_lumo_gap_ev": 8.399, "spin_multiplicity": 1, "e_tot_ha": -1510.85588}